(1)
ORCA calculation (wB97M-V/def2-TZVPD) on a molecular structure, C3H4O4Pb at a distorted geometry.

Positions of all 12 atoms, in Å:
1 O 0.47035 -1.38507 0.09174
2 C 1.32496 -0.41412 -0.12569
3 C -0.84193 -0.90311 -0.12553
4 O 2.53315 -0.55442 -0.01694
5 O 0.72005 0.74231 -0.27400
6 C -0.68476 0.52213 -0.40419
7 Pb 4.44384 0.42196 0.06301
8 H -1.40746 -1.53172 -0.81214
9 H -1.13041 1.02678 -1.26281
10 H -1.58790 -0.51514 1.06002
11 O -1.61937 0.95930 1.07114
12 H -2.22051 1.63111 0.73539

- Energy above the lowest of the compared OMol25 structures with the same formula, charge and spin: 342.67 kJ/mol
- Multiplicity: 2
- HOMO level (spin up / spin down): -0.405 / -0.501 Eh
- Total energy: -610.12870 a.u.
- Strongest force on any atom: 4.24 eV Å⁻¹
- Total charge: +1

Atom charges from the Löwdin analysis, given in e for atoms 1 to 6: O 0.137; C -0.549; C -0.109; O -0.267; O 0.151; C -0.057

(2)
ORCA calculation (wB97M-V/def2-TZVPD) on a molecular structure, C3H4O4Pt at a distorted geometry.

Positions of all 12 atoms, in Å:
1 C 1.56413 -0.08822 -2.26619
2 C 0.09064 0.16484 -2.14651
3 O -0.48742 0.77490 -3.33886
4 C -0.17928 2.04312 -3.56287
5 O 0.30576 2.76390 -2.64376
6 O -0.15901 2.44760 -4.75912
7 O 2.41140 0.44661 -1.58706
8 H 1.83478 -0.80283 -3.07345
9 H -0.15393 0.76497 -1.25778
10 H -0.40448 -0.79819 -1.95473
11 Pt 0.88641 3.76375 -3.97208
12 H 2.42918 4.21036 -3.92857

- Energy above the lowest of the compared OMol25 structures with the same formula, charge and spin: 104.12 kJ/mol
- Multiplicity: 3
- HOMO level (spin up / spin down): -0.283 / -0.355 Eh
- Total energy: -536.74193 a.u.
- Strongest force on any atom: 19.65 eV Å⁻¹

Atom charges from the Löwdin analysis, given in e for atoms 1 to 6: C -0.218; C -0.097; O 0.065; C -0.811; O -0.214; O -0.140

(3)
ORCA calculation (wB97M-V/def2-TZVPD) on a molecular structure, C3H4O4Y at a distorted geometry.

Positions of all 12 atoms, in Å:
1 C -1.82249 -0.56870 0.30074
2 C -1.28606 0.50320 -0.28838
3 O -0.33580 0.28731 -1.27914
4 C 0.95072 0.38106 -0.97498
5 O 1.33367 0.82855 0.14089
6 O 1.77958 -0.10211 -1.79407
7 O -2.80489 -0.42674 1.22339
8 Y 3.61559 0.11288 -0.36511
9 H -1.64645 -1.57227 -0.09412
10 H 4.21316 -0.89229 1.15259
11 H -2.44662 -0.08717 2.04727
12 H -1.55042 1.53628 -0.06908

- Energy above the lowest of the compared OMol25 structures with the same formula, charge and spin: 0.00 kJ/mol
- Multiplicity: 1
- HOMO level: -0.462 Eh
- Total energy: -455.70518 a.u.
- Strongest force on any atom: 2.93 eV Å⁻¹
- Total charge: +1

Atom charges from the Löwdin analysis, given in e for atoms 1 to 6: C -0.143; C -0.067; O 0.084; C -0.746; O -0.077; O -0.100

(4)
ORCA calculation (wB97M-V/def2-TZVPD) on a molecular structure, C3H4O4Yb at a distorted geometry.

Positions of all 12 atoms, in Å:
1 O -1.11756 2.44525 0.29414
2 C -1.59112 1.28329 0.49052
3 C 0.80479 0.19982 -0.13454
4 O -2.41000 0.80017 1.23939
5 O -1.43107 0.67236 -0.77330
6 C -0.25895 -0.11811 -0.92160
7 H 1.31299 -0.61630 0.39576
8 H 1.43773 1.07013 -0.31986
9 H -0.62375 -1.12736 -1.12480
10 Yb -2.70810 2.70788 -1.72446
11 O 3.06767 -3.23481 1.26671
12 H 3.51737 -4.08232 1.31204

- Energy above the lowest of the compared OMol25 structures with the same formula, charge and spin: 346.90 kJ/mol
- Multiplicity: 2
- HOMO level (spin up / spin down): -0.071 / -0.071 Eh
- Total energy: -1576.19150 a.u.
- Strongest force on any atom: 3.72 eV Å⁻¹
- Total charge: -1

Atom charges from the Löwdin analysis, given in e for atoms 1 to 6: O -0.169; C -0.851; C 0.056; O 0.071; O -0.268; C -0.142

(5)
ORCA calculation (wB97M-V/def2-TZVPD) on a single C3H4OS molecule at a distorted geometry.

Positions of all 9 atoms, in Å:
1 C -0.64874 0.49852 1.52839
2 C 0.24923 0.66410 2.35131
3 C 0.13304 -0.26737 -0.30872
4 O -0.84475 0.46350 0.29348
5 S 0.94713 0.57522 3.67162
6 H -1.36962 0.85624 2.04851
7 H 0.72653 0.41085 -0.84891
8 H -0.11226 -1.05885 -0.93126
9 H 0.73731 -0.72536 0.43981

- Energy above the lowest of the compared OMol25 structures with the same formula, charge and spin: 395.44 kJ/mol
- Multiplicity: 1
- HOMO level: -0.286 Eh
- Total energy: -589.97404 a.u.
- Strongest force on any atom: 7.16 eV Å⁻¹
- SMILES string: COC=C=S

Atom charges from the Löwdin analysis, given in e for atoms 1 to 6: C -0.368; C -0.718; C -0.072; O -0.003; S 0.803; H 0.092

(6)
ORCA calculation (wB97M-V/def2-TZVPD) on a molecular structure, C3H4OS at a distorted geometry.

Positions of all 9 atoms, in Å:
1 C 0.47360 -0.44478 0.76228
2 C -0.39125 -0.57824 -0.42572
3 C -0.11881 0.95889 -0.46435
4 H -1.29231 -1.11712 -0.03229
5 H 0.31503 -1.16447 -1.09039
6 H -0.95670 1.42528 0.04190
7 H 0.17039 1.44819 -1.40892
8 O 0.87115 0.84768 0.54814
9 S 0.92890 -1.37542 2.06934

- Energy above the lowest of the compared OMol25 structures with the same formula, charge and spin: 141.00 kJ/mol
- Multiplicity: 1
- HOMO level: -0.325 Eh
- Total energy: -590.07095 a.u.
- Strongest force on any atom: 4.04 eV Å⁻¹

Atom charges from the Löwdin analysis, given in e for atoms 1 to 6: C -0.875; C -0.106; C -0.152; H 0.136; H 0.147; H 0.118

(7)
ORCA calculation (wB97M-V/def2-TZVPD) on a molecular structure, C3H4OS at a distorted geometry.

Positions of all 9 atoms, in Å:
1 C 0.58351 0.15368 0.46296
2 C 1.23031 1.25201 0.34949
3 C -0.11905 -0.70411 -0.57705
4 O -2.18896 -0.48421 1.07101
5 S -1.65165 0.13300 -0.16669
6 H 0.50842 -0.22835 1.37947
7 H 1.23590 2.03705 -0.40880
8 H 0.35074 -0.30424 -1.59214
9 H 0.05077 -1.85484 -0.51825

- Energy above the lowest of the compared OMol25 structures with the same formula, charge and spin: 485.06 kJ/mol
- Multiplicity: 1
- HOMO level (spin up / spin down): -0.336 / -0.302 Eh
- Total energy: -589.93990 a.u.
- Strongest force on any atom: 4.27 eV Å⁻¹

Atom charges from the Löwdin analysis, given in e for atoms 1 to 6: C -0.417; C 0.117; C -0.398; O -0.548; S 0.897; H 0.048

(8)
ORCA calculation (wB97M-V/def2-TZVPD) on a single C3H4OS molecule at a distorted geometry.

Positions of all 9 atoms, in Å:
1 C -0.55232 0.37618 -0.30464
2 C 0.85067 0.63729 0.13954
3 C -0.40071 -1.00481 0.13805
4 H 1.38232 1.05365 -0.74633
5 H 0.85127 1.31832 1.01057
6 H -1.15769 -1.29708 1.00450
7 H -0.33150 -1.65519 -0.74263
8 O 1.02030 -0.71926 0.54725
9 S -1.66235 1.29092 -1.04630

- Energy above the lowest of the compared OMol25 structures with the same formula, charge and spin: 194.01 kJ/mol
- Multiplicity: 1
- HOMO level: -0.330 Eh
- Total energy: -590.05076 a.u.
- Strongest force on any atom: 2.58 eV Å⁻¹
- SMILES string: S=C1COC1

Atom charges from the Löwdin analysis, given in e for atoms 1 to 6: C -0.811; C -0.222; C -0.147; H 0.138; H 0.136; H 0.174

(9)
ORCA calculation (wB97M-V/def2-TZVPD) on a single C3H4OS molecule at a distorted geometry.

Positions of all 9 atoms, in Å:
1 C 0.77551 -0.35642 -0.41268
2 C 0.34773 -0.27729 1.00688
3 C -0.03946 0.04370 -1.40324
4 O -1.59191 1.08605 2.26910
5 S -0.70026 1.03703 1.12366
6 H 1.65040 -0.91413 -0.56992
7 H 0.22961 -0.97661 1.75808
8 H -1.06494 0.53571 -1.33035
9 H 0.39332 -0.17803 -2.44153

- Energy above the lowest of the compared OMol25 structures with the same formula, charge and spin: 230.98 kJ/mol
- Multiplicity: 1
- HOMO level: -0.329 Eh
- Total energy: -590.03668 a.u.
- Strongest force on any atom: 5.24 eV Å⁻¹

Atom charges from the Löwdin analysis, given in e for atoms 1 to 6: C -0.282; C -0.318; C -0.053; O -0.548; S 0.935; H 0.075

(10)
ORCA calculation (wB97M-V/def2-TZVPD) on 2 unconnected molecules or ions with the total composition C3H4OS at a distorted geometry.

Positions of all 9 atoms, in Å:
1 C -3.04892 -0.95174 -0.00712
2 C -1.90248 -0.66929 -0.19332
3 C 1.43639 1.00246 -0.06728
4 O 1.92064 -1.49901 0.61588
5 S 1.26334 -0.78288 -0.46742
6 H -4.08599 -1.12658 0.11310
7 H 0.45895 1.47067 -0.09994
8 H 2.07735 1.46524 -0.81254
9 H 1.88072 1.09114 0.91866

- Energy above the lowest of the compared OMol25 structures with the same formula, charge and spin: 597.54 kJ/mol
- Multiplicity: 1
- HOMO level (spin up / spin down): -0.390 / -0.339 Eh
- Total energy: -589.89706 a.u.
- Strongest force on any atom: 1.84 eV Å⁻¹

Atom charges from the Löwdin analysis, given in e for atoms 1 to 6: C -0.115; C -0.032; C -0.305; O -0.533; S 0.882; H -0.006